Density functional theory data (ωB97M-V/def2-TZVPD) for 19 unconnected molecules or ions with the total composition C78H71F12N7O50 at a distorted geometry.

maximum force: 0.10820 hartree/bohr
HOMO: -9.82 eV
electronic energy: -227436.308 eV
energy relative to the best compared isomer or geometry (same formula, charge and spin): 18.7 kJ/mol
molar mass: 2134.40 g mol⁻¹

```
218
Properties=species:S:1:pos:R:3:forces:R:3:lowdin_charge:R:1
C -5.18432 -6.22738 -4.45691 -0.57 0.46 -0.54 -0.0728
C -4.57883 -5.07914 -4.92711 0.89 0.33 0.51 -0.0574
C -4.66718 -3.89030 -4.17432 0.29 -0.75 -1.73 -0.0104
C -5.50969 -3.90797 -3.11600 -1.61 -0.29 2.12 -0.1698
C -6.23668 -5.02589 -2.62861 0.14 0.13 -1.15 0.0162
C -6.06560 -6.17634 -3.37393 0.63 -0.73 0.56 -0.0706
N -5.71439 -2.67660 -2.35710 -0.95 1.17 0.22 -0.3332
O -6.87398 -2.33492 -2.07553 1.42 -0.67 -0.19 0.0681
O -4.72869 -2.02243 -2.07262 -0.06 -0.03 0.04 0.0829
H -5.07314 -7.15029 -5.00193 0.06 -0.16 -0.03 0.1070
H -3.91681 -5.08881 -5.79724 -0.33 -0.10 0.27 0.1176
H -4.14337 -3.01270 -4.54932 -0.23 -0.03 0.50 0.1282
H -6.94890 -5.02661 -1.78799 0.67 0.45 -0.48 0.1326
H -6.49330 -7.12328 -3.05707 -0.25 0.26 0.03 0.1118
C 4.64427 0.29116 4.16526 0.06 0.60 -0.29 -0.0643
C 5.88119 0.09662 3.56967 -0.52 -1.07 0.51 -0.0549
C 6.29038 -1.22453 3.42597 2.09 -0.26 -1.37 -0.0240
C 5.58015 -2.29278 3.92904 0.50 -0.12 -0.80 -0.1621
C 4.36581 -2.10795 4.50146 -0.97 0.92 0.21 0.0024
C 3.88861 -0.81386 4.55611 0.62 1.04 -0.09 -0.0416
N 6.08119 -3.68099 3.73803 -0.99 0.21 1.93 -0.3551
O 5.44668 -4.56389 4.29857 -0.14 0.17 -0.40 0.0663
O 7.11197 -3.85180 3.17198 1.30 -0.06 -1.22 0.1074
H 4.28190 1.33352 4.24150 -0.07 -0.89 0.12 0.1211
H 6.46541 0.92806 3.23338 0.28 0.13 -0.27 0.1118
H 7.18222 -1.48310 2.80721 -0.60 0.38 0.83 0.1387
H 3.75183 -2.88654 4.86101 -0.39 -0.90 0.30 0.0983
H 2.92354 -0.58451 4.90093 -1.17 -0.13 0.64 0.0880
C -0.94030 -0.25603 -4.51241 -0.12 0.29 0.57 -0.0498
C 0.08428 0.70712 -4.49306 -1.39 0.18 -0.32 -0.0554
C 1.35556 0.28387 -4.73025 2.24 1.74 0.76 -0.0312
C 1.63030 -1.02598 -5.00277 2.00 0.58 0.26 -0.1577
C 0.70166 -1.98956 -4.93507 -0.82 -1.65 -0.36 -0.0024
C -0.59927 -1.59466 -4.65788 -0.78 -0.20 0.46 -0.0628
N 3.05839 -1.38863 -5.26987 0.87 1.56 -1.74 -0.2919
O 3.36496 -2.53913 -5.41488 -0.33 -0.60 0.55 0.1121
O 3.85651 -0.45890 -5.53007 -1.26 -0.83 0.87 0.0353
H -1.99362 -0.01040 -4.27504 0.77 0.05 -0.24 0.1177
H -0.10566 1.77160 -4.31889 -0.06 -0.50 0.10 0.1074
H 2.22708 0.96267 -4.53836 -1.00 -0.54 -0.66 0.1304
H 1.01446 -3.01682 -5.13591 -0.36 0.22 0.29 0.1353
H -1.35733 -2.33191 -4.40136 0.18 0.06 -0.62 0.0871
C -0.30869 6.76456 0.74478 -0.70 0.47 -1.30 -0.0469
C 0.52881 6.34308 1.72710 0.47 -0.05 0.17 -0.0728
C 1.86154 6.70075 1.75535 0.86 0.11 -0.03 0.0192
C 2.31585 7.46555 0.70149 -0.90 0.54 -0.03 -0.1777
C 1.48391 7.94806 -0.30929 0.76 0.01 0.74 -0.0199
C 0.15721 7.61918 -0.25375 -0.02 0.00 -0.30 -0.0506
N 3.68478 7.90192 0.63517 1.09 -0.69 -1.32 -0.3483
O 4.11346 8.16844 -0.48716 -0.09 0.27 0.31 0.0430
O 4.37480 7.88315 1.61803 0.13 0.13 0.89 0.1061
H -1.32411 6.39080 0.70539 -0.07 0.20 0.14 0.1011
H 0.11057 5.71939 2.45487 -0.25 -0.89 1.13 0.0857
H 2.57188 6.38193 2.52307 -0.41 0.09 -0.20 0.1355
H 1.94857 8.59857 -1.03851 -0.37 -0.06 -0.12 0.1178
H -0.46514 8.05371 -1.01101 -0.56 -0.15 -0.17 0.1064
C 1.26431 -4.38770 4.04973 0.45 -0.63 0.07 -0.0442
C 0.37131 -3.93996 3.09393 -1.29 0.36 0.31 -0.0690
C 0.53238 -4.35358 1.78489 1.11 -0.91 -0.10 0.0063
C 1.62209 -5.18897 1.52839 -0.27 -0.42 -1.19 -0.1426
C 2.51195 -5.74865 2.45509 -0.94 0.94 -1.69 0.0005
C 2.30889 -5.27341 3.70774 0.55 0.45 1.67 -0.0632
N 1.87996 -5.58051 0.11147 0.25 -0.88 0.75 -0.3107
O 1.25012 -5.05282 -0.78906 0.13 -0.18 0.20 0.0518
O 2.72899 -6.44947 -0.03062 -0.62 0.68 -0.76 0.0848
H 1.16700 -4.11563 5.09373 0.01 0.09 -0.26 0.0839
H -0.52392 -3.32151 3.35389 1.12 -0.50 -0.14 0.1177
H -0.16730 -4.14785 0.99340 0.06 0.33 -0.02 0.1047
H 3.29691 -6.41410 2.08726 -0.28 0.34 0.56 0.1350
H 3.07529 -5.52703 4.43236 -0.41 -0.08 0.38 0.1056
C 4.34874 2.08987 -1.94110 -0.88 -0.56 -0.39 -0.0413
C 4.42056 0.79631 -2.45954 -0.80 -0.33 0.30 -0.0613
C 5.55430 0.27404 -3.04668 -0.19 0.52 0.23 0.0056
C 6.62430 1.12932 -3.12610 1.09 -0.99 -0.55 -0.1517
C 6.56824 2.40610 -2.66782 2.45 1.96 0.34 -0.0432
C 5.43504 2.91590 -2.10456 -0.61 0.27 0.38 -0.0724
N 7.93403 0.68086 -3.70646 -0.01 0.38 0.03 -0.3536
O 8.87183 1.43550 -3.59947 0.34 0.63 0.29 0.0681
O 8.01598 -0.37459 -4.27896 -0.78 -0.84 -0.12 0.0932
H 3.41584 2.41663 -1.46809 0.41 -0.03 -0.21 0.0910
H 3.57445 0.12635 -2.39586 -0.11 0.22 0.13 0.0778
H 5.55613 -0.74068 -3.36903 0.26 -0.47 -0.40 0.1195
H 7.49979 3.04181 -2.64361 -1.16 -0.89 -0.43 0.1493
H 5.41074 3.94332 -1.80077 0.00 0.32 0.31 0.1100
C 2.25962 6.93877 -5.88629 0.31 -1.04 1.44 -0.0446
C 1.73648 5.64158 -5.85032 -0.58 -0.54 0.30 -0.0599
C 1.63773 4.93363 -4.64874 0.84 0.00 0.62 -0.0330
C 2.15623 5.49395 -3.48208 0.04 0.60 0.34 -0.1116
C 2.82565 6.74848 -3.46567 -0.54 -1.63 -0.53 0.0205
C 2.83695 7.42416 -4.70453 -0.33 -0.12 1.21 -0.0592
N 1.93618 4.71873 -2.20030 -0.13 -0.73 -0.44 -0.2866
O 1.16585 3.74733 -2.22589 0.95 1.38 -0.08 0.0388
O 2.55133 5.06364 -1.20453 -0.19 0.02 -0.53 0.0595
H 2.31494 7.53150 -6.77252 -0.10 0.14 -0.46 0.1020
H 1.32481 5.07241 -6.68112 0.28 0.61 -0.36 0.1142
H 1.34107 3.87816 -4.58560 -0.27 0.68 -0.31 0.1120
H 3.36484 7.07788 -2.55494 -0.65 0.06 -0.72 0.1064
H 3.23850 8.40991 -4.62387 0.41 0.53 -0.53 0.0989
C -4.03199 -1.43500 1.98757 -0.33 -0.64 1.86 -0.0005
C -5.29604 -2.28630 2.30972 -0.86 -0.15 -0.80 -0.2099
O -6.03348 -1.50204 3.25820 -0.19 -1.69 -0.69 0.1566
C -5.23739 -0.62900 3.81880 1.39 1.73 1.17 -0.5649
O -5.44146 -0.00608 4.83757 0.17 -0.74 -1.30 0.1418
O -4.09552 -0.49810 3.08821 0.12 0.17 0.58 0.0171
F -5.04176 -3.53338 2.84065 0.32 0.87 0.05 0.0476
H -4.10151 -0.86459 1.08305 0.06 -0.16 -0.49 0.0950
H -3.05917 -1.96690 2.08497 -0.89 0.14 -0.33 0.1395
H -6.00426 -2.49119 1.49756 0.43 0.33 -0.05 0.1701
C 1.55839 3.01122 1.09609 -1.28 -1.54 -0.80 -0.0507
C 2.31121 1.74346 1.38941 1.63 -0.42 -1.69 -0.2509
O 1.73296 1.18489 2.51666 0.40 0.16 -0.63 0.1505
C 1.14883 2.20611 3.14423 0.04 0.37 1.83 -0.5951
O 0.82826 2.14419 4.29493 -0.58 0.08 0.11 0.1493
O 1.07706 3.29587 2.39619 -0.15 0.91 0.36 0.0694
F 3.63814 2.19024 1.70512 -0.97 -1.00 -0.10 0.0154
H 0.71451 2.82608 0.39678 0.33 0.14 0.50 0.1454
H 2.17807 3.76413 0.66790 0.43 0.69 0.13 0.1045
H 2.32933 0.96695 0.59865 0.46 0.68 0.46 0.1446
C -6.15403 -1.51974 7.49386 -2.15 -1.58 0.06 0.0062
C -4.81346 -1.65416 8.15473 2.12 -0.90 -0.85 -0.2959
O -4.12095 -2.60979 7.31177 -0.81 0.27 -0.46 0.1093
C -5.00611 -3.15706 6.39452 1.68 -1.25 0.40 -0.5741
O -4.76468 -4.10055 5.68896 0.38 0.73 0.42 0.1414
O -6.14924 -2.56232 6.44613 -1.40 1.88 0.58 0.0909
F -4.77978 -2.16576 9.39246 -1.04 -0.81 1.12 0.0783
H -6.35870 -0.55409 7.06111 0.21 0.16 -0.36 0.1178
H -7.05246 -1.84517 8.10400 1.36 0.68 -0.13 0.1664
H -4.14330 -0.81776 8.27839 -0.26 0.83 -0.81 0.1600
C -3.53604 5.29661 -3.55673 -0.60 -1.19 0.26 0.0194
C -2.17694 4.59088 -3.40570 0.08 1.93 -0.32 -0.3392
O -2.39949 3.28710 -3.67110 -1.71 -1.27 0.09 0.1109
C -3.78818 3.03574 -3.55508 -0.12 -2.07 0.78 -0.4719
O -4.21000 1.90597 -3.40352 0.71 2.34 -0.66 0.1346
O -4.50400 4.17361 -3.55786 1.68 -0.25 0.12 0.0809
F -1.75006 4.78010 -2.09400 -0.11 -0.32 -0.56 0.0362
H -3.76230 5.84317 -4.47316 0.51 0.18 0.30 0.1438
H -3.64282 5.82067 -2.61869 -0.56 0.58 -0.07 0.1341
H -1.41595 4.98515 -4.07297 0.30 -0.01 0.15 0.1597
C -3.68062 -6.17968 3.65366 0.89 1.46 0.80 -0.0415
C -2.29044 -6.45300 4.21989 0.54 0.12 1.32 -0.2474
O -1.48284 -6.60891 3.08513 -0.29 0.15 2.46 0.1339
C -2.28791 -6.80205 2.05129 4.32 -1.98 -2.90 -0.6074
O -1.72149 -7.21657 1.05483 -2.08 0.69 -0.07 0.1294
O -3.50857 -6.55038 2.31386 -2.62 -0.26 -1.46 0.1364
F -2.27503 -7.60461 5.01909 0.08 0.73 -0.84 0.0384
H -3.85605 -5.10157 3.68749 -0.16 -0.30 0.11 0.0999
H -4.50977 -6.69381 4.10232 -0.09 -0.41 0.23 0.1478
H -1.82200 -5.64056 4.78381 -0.46 -0.27 0.31 0.1659
C -6.25166 1.91338 -0.85244 0.63 0.72 0.68 -0.0195
C -5.61927 0.73807 -0.18524 1.36 -0.04 0.56 -0.2454
O -6.03443 0.82915 1.16241 0.76 -1.57 -0.88 0.1219
C -6.69868 1.96109 1.38084 -1.06 1.43 0.67 -0.5496
O -7.27136 2.17873 2.41414 0.79 0.24 -1.35 0.1758
O -6.63031 2.75457 0.26599 -0.43 -0.61 0.20 0.0797
F -4.20540 0.79012 -0.22268 -0.95 0.41 0.17 0.0199
H -7.11319 1.59941 -1.40575 -0.62 0.03 -0.30 0.1423
H -5.52851 2.40183 -1.50197 -0.22 0.20 0.13 0.1189
H -5.84532 -0.21409 -0.61310 -0.36 -0.65 -0.09 0.1318
C 5.41365 2.15919 -6.90013 -0.22 0.76 -1.78 -0.0033
C 4.84050 3.06220 -5.81394 -1.04 -1.14 -0.91 -0.2693
O 3.47251 2.77473 -5.99295 -0.87 0.14 0.97 0.0780
C 3.18590 2.20836 -7.18784 0.06 0.77 -0.99 -0.5844
O 2.08563 2.04232 -7.61071 0.05 -0.18 0.40 0.1615
O 4.32150 2.02342 -7.87523 0.25 -0.35 1.19 0.0820
F 4.99735 4.40813 -5.97849 0.41 -0.40 -0.02 0.0789
H 5.65516 1.17309 -6.55008 0.19 -0.35 0.40 0.1231
H 6.18144 2.58165 -7.52765 0.68 0.19 0.42 0.1404
H 5.08085 2.72883 -4.81961 0.41 0.41 0.46 0.1339
C -1.02008 0.15117 -1.25743 1.60 -1.29 1.35 -0.0279
C 0.46767 -0.23021 -1.35160 1.49 1.07 0.13 -0.1826
O 0.82579 -0.82836 -0.11200 -2.20 0.26 -0.34 0.0967
C -0.27814 -0.69462 0.73569 0.22 1.68 -0.78 -0.5233
O -0.30436 -1.04712 1.85960 0.00 -0.59 0.46 0.1760
O -1.22384 0.09048 0.15062 0.33 -0.71 0.76 0.0448
F 1.32127 0.94469 -1.47547 -1.37 -1.19 0.28 -0.0142
H -1.65918 -0.59112 -1.67995 -0.33 -0.48 -0.70 0.1174
H -1.23254 1.12299 -1.58514 -0.20 1.35 -0.63 0.1249
H 0.80911 -0.87024 -2.14219 -0.19 -0.27 -0.41 0.1258
C 3.87005 -2.92744 1.04053 -0.21 0.15 0.83 -0.0233
C 4.34902 -1.48594 0.81259 -4.62 -0.33 2.87 -0.3687
O 3.47956 -1.08175 -0.22051 1.04 0.25 0.61 0.0978
C 3.20630 -2.17038 -0.95787 0.50 -0.55 2.48 -0.5774
O 2.80279 -2.05652 -2.03436 -1.40 -0.47 -3.65 0.1962
O 3.42131 -3.32229 -0.27062 0.40 0.83 0.13 0.0870
F 5.56773 -1.39930 0.43224 3.26 0.37 -0.93 0.1665
H 3.01233 -2.97365 1.77385 0.82 0.19 -0.83 0.1466
H 4.68664 -3.54792 1.42207 -0.20 -0.18 -0.48 0.1385
H 4.08731 -0.88397 1.72813 0.76 -0.17 -0.95 0.1640
C -0.90811 -0.57065 5.47531 2.44 2.22 0.23 -0.0375
C -0.30530 0.11521 6.74591 -0.30 0.80 -0.33 -0.2535
O 0.75276 -0.69975 7.11601 -0.12 0.00 -0.59 0.1293
C 0.76878 -1.81957 6.32804 0.37 0.06 1.50 -0.5352
O 1.54082 -2.69441 6.56833 -0.25 -0.01 -0.68 0.1547
O -0.18813 -1.76081 5.40268 1.06 -1.51 -0.29 0.0768
F -1.26349 0.04195 7.77096 0.71 0.58 -0.68 0.0235
H -0.68254 0.05363 4.58856 -0.48 -0.47 0.33 0.1326
H -1.89396 -0.82933 5.63733 -2.26 -0.09 0.07 0.1093
H 0.12482 1.16269 6.57349 -1.20 -1.30 0.58 0.1761
C -1.43417 -5.68188 -1.82569 1.63 0.90 -0.23 -0.0195
C -0.79251 -4.57642 -2.67096 0.22 0.08 -1.95 -0.2587
O -0.90867 -3.34172 -1.98347 -1.17 -2.07 0.03 0.1127
C -1.78086 -3.61609 -0.93209 1.57 1.61 -0.15 -0.5618
O -2.10663 -2.75436 -0.17792 -0.48 0.28 0.23 0.1622
O -2.02582 -4.88065 -0.80155 -0.98 -1.61 0.47 0.0996
F -1.47526 -4.48808 -3.91203 0.17 0.16 0.75 -0.0093
H -0.55503 -6.25535 -1.47723 -1.00 0.00 0.52 0.1312
H -2.15813 -6.32137 -2.33733 0.03 0.44 0.12 0.1497
H 0.24855 -4.75597 -2.94189 -0.14 0.14 0.20 0.1562
C -3.34876 2.59316 3.01436 0.26 2.48 -0.74 0.0564
C -1.97073 3.19975 2.73187 -0.53 -1.99 -1.62 -0.2447
O -2.19563 4.19130 1.80907 -0.06 0.58 0.07 0.1147
C -3.49610 4.15365 1.33701 0.85 1.16 -0.51 -0.5411
O -3.87399 4.95540 0.53612 -0.07 -0.68 0.24 0.1670
O -4.16506 3.19347 1.92109 0.02 -1.50 1.14 0.0987
F -1.22966 2.18600 2.07078 -0.33 0.43 0.42 0.0271
H -3.70970 3.01503 3.92358 -0.61 0.17 0.73 0.1389
H -3.36626 1.53707 3.05259 -0.18 -0.95 -0.48 0.1069
H -1.38618 3.54457 3.55068 0.45 0.20 0.66 0.1541
```
Positions in Å, forces in eV/Å.